ORCA calculation (ωB97M-V with the def2-TZVPD basis set) on an isolated molecule of C3H7NO2.

Gap between HOMO and LUMO, eV: 10.530
Energy, eV: -8810.079
Energy relative to the best compared isomer or geometry (same formula, charge and spin), kcal per mole: 10.4
SMILES: C[C@@H](O)C(N)=O
Lowest unoccupied orbital energy, eV: 0.73
E_HOMO, eV: -9.80

ORCA input file:
```
! RIJCOSX wB97M-V def2-TZVPD def2/J DEFGRID3
* xyz 0 1
C 1.43060 0.18627 0.00308
C 0.07264 0.17798 0.70318
O -0.62130 1.40310 0.52137
C -0.74801 -0.93985 0.07219
N -1.44369 -0.54889 -1.02174
O -0.66711 -2.09012 0.46490
H 1.98813 -0.72648 0.22959
H 2.03006 1.05020 0.30856
H 1.28498 0.24155 -1.08025
H 0.17716 -0.05883 1.76862
H -0.04751 2.11569 0.82822
H -1.52437 0.43227 -1.23558
H -1.93159 -1.24289 -1.56212
*
```

These are the Mulliken partial charges, in e, on atoms 1 to 2: -1.16, 0.34